## a
The following is a DFT calculation (ωB97M-V with the def2-TZVPD basis set) of a molecular structure, C3H5F2N.

Geometry as XYZ:
```
11
Properties=species:S:1:pos:R:3
C 0.700 1.182 -0.275
C 3.261 -0.173 0.582
C -1.078 -0.536 0.055
N -0.437 0.667 -0.232
F 3.418 -1.130 -0.370
F 3.941 0.835 0.024
H 1.800 0.574 0.204
H 0.927 2.158 -0.488
H -1.464 -0.297 0.966
H -1.797 -0.764 -0.767
H -0.342 -1.325 -0.008
```

Computed properties:
**Total charge**: 0
**HOMO energy**: -8.68 eV
**Frontier orbital gap**: 8.44 eV

---

## b
The following is a DFT calculation (ωB97M-V with the def2-TZVPD basis set) of a single C3H5F2N molecule.

Geometry as XYZ:
```
11
Properties=species:S:1:pos:R:3
C -1.622 0.284 -0.030
C -0.538 -0.316 -0.516
C 0.576 -1.119 0.443
N 1.746 -0.382 0.690
F -0.068 -1.287 1.673
F 0.903 -2.361 0.053
H -2.411 0.672 -0.730
H -2.084 0.172 0.970
H -0.192 -0.141 -1.479
H 2.616 -0.885 0.304
H 1.602 0.484 0.175
```

Computed properties:
**Total charge**: 0
**HOMO energy**: -10.44 eV
**Frontier orbital gap**: 11.44 eV

---

b ends up most stable, edging out the next structure by 0.1447 hartree.

---

## a
The following is a DFT calculation (ωB97M-V with the def2-TZVPD basis set) of 3 unconnected molecules or ions with the total composition C30H68FN10O7P2S3.

Geometry as XYZ:
```
121
Properties=species:S:1:pos:R:3
O 3.018 2.321 1.211
C 3.324 2.167 0.059
O 4.089 2.996 -0.676
C 5.267 3.497 -0.018
C 6.270 2.408 0.328
C 7.132 2.011 -0.897
C 7.431 0.519 -0.997
C 6.160 -0.343 -1.163
C 6.012 -0.893 -2.570
N 4.772 -1.641 -2.764
C 3.616 -0.723 -2.633
C 2.453 -1.043 -3.575
C 1.671 0.245 -3.907
C 0.558 0.546 -2.880
C -0.838 0.205 -3.389
C -1.879 0.376 -2.266
C -3.304 0.271 -2.833
S -3.886 -1.447 -2.830
C -5.000 -1.361 -1.502
N -5.363 -0.311 -0.853
N -6.243 -0.735 0.123
C -6.335 -2.003 0.003
O -5.582 -2.470 -1.013
C 4.702 -2.740 -1.822
S 4.812 -4.344 -2.650
O 4.610 -5.306 -1.617
O 6.049 -4.420 -3.346
F 3.596 -4.359 -3.599
C 5.819 -2.825 -0.771
N 6.138 -1.498 -0.151
S 5.082 -1.164 1.253
H 2.977 1.293 -0.518
H 5.024 4.105 0.853
H 5.729 4.183 -0.728
H 6.925 2.789 1.110
H 5.768 1.531 0.742
H 8.088 2.522 -0.772
H 6.691 2.410 -1.812
H 8.072 0.170 -0.183
H 8.010 0.359 -1.912
H 5.329 0.305 -0.896
H 6.871 -1.516 -2.836
H 6.062 -0.040 -3.245
H 3.263 -0.716 -1.591
H 3.944 0.299 -2.833
H 2.811 -1.524 -4.482
H 1.739 -1.672 -3.037
H 2.334 1.114 -3.932
H 1.237 0.159 -4.903
H 0.565 1.620 -2.677
H 0.748 0.043 -1.926
H -0.873 -0.828 -3.751
H -1.133 0.881 -4.194
H -1.708 1.364 -1.835
H -1.732 -0.421 -1.537
H -3.306 0.610 -3.868
H -4.006 0.870 -2.262
H -6.958 -2.604 0.641
H 3.729 -2.752 -1.323
H 5.543 -3.537 -0.001
H 6.725 -3.202 -1.250
H 7.067 -1.581 0.266
H 4.071 -0.537 0.631
O 7.345 1.821 5.048
P 6.309 1.411 6.034
N 6.233 -0.282 5.821
C 5.029 -1.083 5.801
C 7.486 -1.011 5.982
N 4.928 2.189 5.395
C 3.601 1.607 5.346
C 5.132 3.061 4.246
N 5.671 1.473 7.620
C 5.632 2.862 8.154
C 6.376 0.657 8.631
H 4.361 -0.938 6.658
H 5.269 -2.146 5.790
H 4.460 -0.885 4.888
H 7.801 -1.105 7.029
H 8.290 -0.509 5.442
H 7.404 -2.018 5.571
H 3.472 0.945 4.479
H 2.851 2.398 5.261
H 3.363 1.059 6.255
H 5.256 2.497 3.310
H 6.004 3.693 4.382
H 4.269 3.722 4.134
H 6.634 3.288 8.258
H 5.153 2.862 9.131
H 5.050 3.508 7.503
H 7.447 0.874 8.682
H 6.241 -0.406 8.438
H 5.942 0.849 9.611
O -11.097 1.160 -4.354
P -11.061 0.176 -3.242
N -10.929 -1.322 -4.047
C -11.617 -2.545 -3.685
C -9.808 -1.465 -4.965
N -12.605 0.395 -2.553
C -13.445 -0.676 -2.055
C -13.429 1.465 -3.106
N -10.407 -0.322 -1.733
C -10.326 0.805 -0.768
C -9.060 -0.919 -1.787
H -11.498 -2.818 -2.629
H -11.231 -3.381 -4.267
H -12.684 -2.486 -3.904
H -8.843 -1.592 -4.454
H -9.727 -0.585 -5.605
H -9.951 -2.323 -5.621
H -14.010 -1.163 -2.858
H -14.172 -0.276 -1.342
H -12.870 -1.426 -1.514
H -13.886 1.188 -4.063
H -12.849 2.370 -3.255
H -14.227 1.707 -2.400
H -9.644 1.590 -1.110
H -9.972 0.437 0.195
H -11.306 1.246 -0.611
H -8.335 -0.274 -2.294
H -9.076 -1.888 -2.286
H -8.705 -1.102 -0.777
```

Computed properties:
**Total charge**: +1
**HOMO energy**: -9.26 eV
**Frontier orbital gap**: 5.46 eV

---

## b
The following is a DFT calculation (ωB97M-V with the def2-TZVPD basis set) of 3 unconnected molecules or ions with the total composition C30H68FN10O7P2S3.

Geometry as XYZ:
```
121
Properties=species:S:1:pos:R:3
O -2.400 -0.568 -3.264
C -2.044 0.620 -3.362
O -1.933 1.327 -4.584
C -3.112 1.175 -5.417
C -4.451 1.806 -4.813
C -4.456 3.402 -5.116
C -5.062 4.280 -3.927
C -4.192 4.177 -2.553
C -3.344 5.515 -2.290
N -2.446 5.412 -1.079
C -1.413 4.376 -1.405
C 0.048 4.668 -0.818
C 1.135 3.971 -1.810
C 1.411 2.419 -1.415
C 2.813 2.220 -0.670
C 2.900 0.661 -0.203
C 4.403 0.412 0.316
S 4.454 0.780 2.150
C 4.583 -0.883 2.918
N 4.771 -2.124 2.222
N 4.811 -3.211 3.053
C 4.612 -2.663 4.363
O 4.494 -1.248 4.277
C -3.256 5.061 0.115
S -3.264 6.451 1.393
O -4.120 5.904 2.520
O -3.990 7.655 0.856
F -1.745 6.770 1.989
C -4.803 4.747 -0.160
N -5.064 3.880 -1.356
S -4.979 2.170 -0.884
H -1.767 1.206 -2.409
H -3.290 0.083 -5.740
H -2.896 1.738 -6.398
H -5.356 1.337 -5.331
H -4.570 1.597 -3.689
H -5.150 3.532 -6.027
H -3.419 3.721 -5.461
H -6.178 4.107 -3.757
H -4.968 5.388 -4.244
H -3.532 3.245 -2.706
H -4.046 6.426 -2.191
H -2.743 5.718 -3.252
H -1.800 3.348 -1.058
H -1.292 4.277 -2.548
H 0.259 5.779 -0.710
H 0.157 4.089 0.174
H 0.796 3.960 -2.898
H 2.118 4.570 -1.781
H 1.477 1.814 -2.396
H 0.551 1.973 -0.809
H 2.899 2.909 0.251
H 3.708 2.388 -1.357
H 2.647 0.044 -1.137
H 2.174 0.485 0.655
H 5.093 1.138 -0.250
H 4.744 -0.667 0.127
H 4.592 -3.324 5.285
H -2.788 4.164 0.673
H -5.254 4.271 0.769
H -5.330 5.754 -0.312
H -6.065 4.029 -1.613
H -3.661 1.780 -1.073
O -8.151 -0.788 -3.531
P -8.355 -2.064 -2.696
N -8.516 -1.182 -1.234
C -7.787 -1.353 0.006
C -9.722 -0.373 -1.087
N -6.716 -2.587 -2.884
C -5.796 -2.907 -1.805
C -5.944 -2.008 -3.984
N -8.648 -3.577 -1.814
C -8.650 -4.720 -2.769
C -9.925 -3.696 -1.086
H -7.787 -2.383 0.373
H -8.200 -0.752 0.823
H -6.754 -1.017 -0.102
H -10.604 -0.993 -0.898
H -9.918 0.206 -1.995
H -9.645 0.355 -0.275
H -5.328 -2.008 -1.390
H -4.988 -3.550 -2.172
H -6.262 -3.474 -1.000
H -5.609 -0.986 -3.750
H -6.531 -1.982 -4.904
H -5.059 -2.612 -4.209
H -9.460 -4.620 -3.499
H -8.769 -5.670 -2.241
H -7.714 -4.797 -3.323
H -10.779 -3.465 -1.730
H -9.965 -3.050 -0.209
H -10.053 -4.708 -0.692
O 12.072 -2.559 3.280
P 10.736 -3.142 3.770
N 10.608 -2.001 5.045
C 10.405 -2.249 6.458
C 10.359 -0.617 4.660
N 11.455 -4.599 4.360
C 11.338 -5.120 5.712
C 12.782 -4.953 3.848
N 9.165 -3.830 4.231
C 8.801 -4.922 3.287
C 8.003 -2.923 4.218
H 9.556 -2.907 6.665
H 10.210 -1.330 7.019
H 11.300 -2.677 6.912
H 9.327 -0.470 4.324
H 11.017 -0.314 3.840
H 10.549 0.087 5.475
H 12.049 -4.642 6.393
H 11.550 -6.195 5.726
H 10.332 -5.027 6.120
H 13.571 -4.352 4.320
H 12.834 -4.814 2.767
H 13.007 -6.010 4.026
H 8.690 -4.537 2.267
H 7.865 -5.402 3.585
H 9.552 -5.713 3.261
H 7.917 -2.393 3.265
H 8.039 -2.188 5.023
H 7.077 -3.477 4.391
```

Computed properties:
**Total charge**: +1
**HOMO energy**: -8.73 eV
**Frontier orbital gap**: 4.81 eV

---

a ends up most stable, edging out the next structure by 0.4152 hartree.

---

## a
The following is a DFT calculation (ωB97M-V with the def2-TZVPD basis set) of 2 unconnected molecules or ions with the total composition C3H11N2O2.

Geometry as XYZ:
```
18
Properties=species:S:1:pos:R:3
O 1.230 -0.108 -1.126
C -0.069 0.098 -1.112
N -0.741 -0.404 -2.356
C -0.790 -0.742 -0.004
N -0.355 -0.355 1.305
C -1.327 -0.268 2.344
H -1.162 0.314 -2.929
H 0.030 -0.788 -2.889
H -1.864 -0.543 -0.007
H -0.579 -1.793 -0.159
H 2.661 1.992 0.864
H 0.600 -0.046 1.424
H -0.882 -0.195 3.331
H -2.003 -1.131 2.358
H -2.043 0.534 2.105
H -0.403 1.150 -0.999
H 1.881 0.902 -0.033
O 1.817 1.491 0.797
```

Computed properties:
**Total charge**: 0
**Spin multiplicity**: 2
**HOMO energy (alpha / beta)**: -9.12 / -8.24 eV
**Expectation value of S²**: 0.758
**Frontier orbital gap (alpha / beta)**: 10.06 / 5.83 eV

---

## b
The following is a DFT calculation (ωB97M-V with the def2-TZVPD basis set) of 2 unconnected molecules or ions with the total composition C3H11N2O2.

Geometry as XYZ:
```
18
Properties=species:S:1:pos:R:3
N -1.524 -1.587 -2.274
C -1.263 -0.480 -1.561
O -0.227 0.256 -1.980
O -1.888 -0.154 -0.554
H -2.340 -2.123 -2.040
H -1.057 -1.711 -3.155
H 0.616 -0.315 -2.084
C 1.455 -0.427 1.528
C 1.123 0.980 1.071
N -0.354 1.216 1.122
H 2.537 -0.554 1.547
H 1.074 -0.632 2.530
H 1.052 -1.156 0.824
H 1.597 1.742 1.687
H 1.400 1.092 0.021
H -0.903 0.694 0.366
H -0.557 2.201 0.927
H -0.740 0.959 2.028
```

Computed properties:
**Total charge**: 0
**Spin multiplicity**: 2
**HOMO energy (alpha / beta)**: -2.81 / -10.60 eV
**Expectation value of S²**: 0.751
**Frontier orbital gap (alpha / beta)**: 3.37 / 10.94 eV

---

b ends up most stable, edging out the next structure by 0.0157 hartree.

---

## a
The following is a DFT calculation (ωB97M-V with the def2-TZVPD basis set) of a single C6H9NS molecule.

Geometry as XYZ:
```
17
Properties=species:S:1:pos:R:3
C -2.952 0.311 0.353
C -1.807 -0.392 0.631
N -0.508 -0.367 0.019
C -0.341 0.436 -1.098
S 1.212 0.738 -1.751
C 0.606 -0.600 0.958
C 1.049 -1.890 1.038
C 1.349 0.692 1.488
H -3.846 0.269 0.999
H -2.916 1.250 -0.304
H -1.932 -1.298 1.280
H -1.388 0.826 -1.501
H 1.839 -2.105 1.752
H 0.427 -2.779 0.598
H 2.297 0.543 2.012
H 0.718 1.364 2.085
H 1.549 1.353 0.747
```

Computed properties:
**Total charge**: 0
**HOMO energy**: -8.47 eV
**Frontier orbital gap**: 8.37 eV

---

## b
The following is a DFT calculation (ωB97M-V with the def2-TZVPD basis set) of a single C6H9NS molecule.

Geometry as XYZ:
```
17
Properties=species:S:1:pos:R:3
C 3.019 -2.056 -0.032
C 2.803 -0.869 -0.065
S 2.483 0.662 -0.503
C 1.444 1.002 0.979
C 0.122 0.979 0.757
N -0.443 1.117 -0.472
C -1.808 0.751 -0.666
C -2.082 -0.695 -0.289
H 3.485 -2.973 0.049
H 1.920 1.129 1.895
H -0.399 1.174 1.684
H 0.161 0.590 -1.102
H -1.945 0.970 -1.708
H -2.476 1.248 0.017
H -1.628 -0.710 0.741
H -3.079 -0.970 -0.310
H -1.578 -1.349 -0.974
```

Computed properties:
**Total charge**: 0
**HOMO energy**: -8.30 eV
**Frontier orbital gap**: 9.21 eV

---

a ends up most stable, edging out the next structure by 0.0236 hartree.